No. 1
A single C6H7NO2 molecule at a distorted geometry. Source: the Open Molecules 2025 dataset; level of theory: the ωB97M-V functional and the def2-TZVPD basis.

**ΔE to the lowest compared entry with this formula, charge and spin**: 78.5 kcal per mole
**HOMO-LUMO gap**: 10.3 eV
**SMILES**: C1=NO[C@@]23C[C@@]12CCO3
**Total charge**: 0
**Spin multiplicity**: 1

Geometry as XYZ:
```
16
Properties=species:S:1:pos:R:3:forces:R:3:lowdin_charge:R:1
C -1.29656 1.43828 -0.26377 -0.5 0.7 -1.3 -0.064
N -1.20063 1.63780 -1.53728 0.3 -0.5 0.8 0.120
O -0.09658 0.88585 -2.01235 -0.2 0.7 -1.1 0.009
C 0.49429 0.22936 -0.97017 -0.3 0.5 0.6 -0.538
C 1.19158 0.98577 0.08395 0.5 0.6 0.6 0.067
C -0.25561 0.56337 0.27045 -0.8 -1.1 0.7 -0.291
C -0.51936 -0.79480 0.93765 -0.3 0.1 0.2 -0.068
C 0.42092 -1.77576 0.16735 0.0 1.6 -0.6 -0.086
O 0.70546 -1.09991 -1.12350 0.1 -1.5 0.5 0.004
H -2.17613 1.91532 0.17699 0.5 -0.3 0.3 0.126
H 1.85853 0.41105 0.71002 0.2 0.0 -0.1 0.118
H 1.43753 2.04827 0.02426 -0.2 -0.4 -0.2 0.131
H -0.31216 -0.78599 2.00095 0.4 -0.1 0.2 0.107
H -1.57676 -1.09036 0.89940 0.2 0.2 -0.5 0.119
H -0.03926 -2.72806 -0.10521 0.3 0.1 0.3 0.124
H 1.36474 -1.84017 0.74126 -0.4 -0.5 -0.5 0.121
```
Forces are in eV/Å.

***

No. 2
A molecular structure, C37H42N2RuS2Sb2 at a distorted geometry. Source: the Open Molecules 2025 dataset; level of theory: the ωB97M-V functional and the def2-TZVPD basis.

**ΔE to the lowest compared entry with this formula, charge and spin**: 62.3 kcal per mole
**HOMO-LUMO gap (spin up / spin down)**: 5.1 / 5.1 eV
**Total charge**: +1
**Spin multiplicity**: 2

Geometry as XYZ:
```
86
Properties=species:S:1:pos:R:3:forces:R:3:lowdin_spin:R:1
Ru 0.04802 0.11451 0.12013 0.6 4.9 -0.2 0.837
C -0.06706 5.02032 -0.07601 -0.1 0.0 0.0 0.002
C -0.40600 3.58416 0.21356 1.0 -0.2 -0.1 0.022
S 0.90730 2.51286 0.31408 -1.4 -2.1 -0.5 -0.014
C -1.70600 3.16636 0.43648 -0.3 -0.9 0.3 0.014
C -2.89289 4.07552 0.33492 0.0 0.1 0.1 0.000
S -2.03293 1.56343 0.89772 0.9 -0.7 -0.4 0.025
H 1.00939 5.14432 -0.16322 0.0 0.1 0.0 0.000
H -0.42862 5.67064 0.72268 0.0 0.0 0.0 0.000
H -0.53149 5.34489 -1.00924 0.0 0.0 0.0 0.001
H -2.61358 5.12466 0.40676 0.0 0.0 0.0 -0.001
H -3.61544 3.84223 1.11630 0.0 0.0 0.0 0.000
H -3.39410 3.91663 -0.62268 0.0 0.0 0.0 0.000
C 0.96152 -2.15702 2.11012 0.0 -0.1 -0.2 0.004
C -0.46536 -2.39851 2.59951 0.0 0.0 -0.1 0.001
C -1.50716 -1.44730 2.00578 -0.1 -0.1 -0.3 0.012
Sb -2.63619 -1.49958 -0.03218 0.3 -0.2 0.0 0.001
C -1.31989 -0.90302 -1.75400 -0.3 -0.1 0.8 0.009
C -1.15205 0.46564 -2.03831 0.1 -0.1 0.1 -0.018
C -0.29129 0.86967 -3.07306 0.2 0.0 -0.2 0.013
C 0.33707 -0.06779 -3.86278 0.0 0.3 0.0 -0.010
C 0.08996 -1.42450 -3.65302 -0.2 -0.3 0.2 0.009
C -0.70629 -1.83386 -2.60226 0.2 0.0 -0.4 -0.002
C -2.62478 -3.63521 -0.36108 0.0 0.4 0.0 0.000
C -2.60075 -4.50805 0.72335 -0.1 0.0 0.0 0.000
C -2.73254 -5.87597 0.53427 0.0 0.0 0.0 0.000
C -2.91286 -6.38331 -0.74305 0.0 0.0 0.0 0.000
C -2.99781 -5.51776 -1.82407 0.0 0.0 -0.1 0.000
C -2.86245 -4.14994 -1.63448 0.0 0.0 0.0 0.000
Sb 1.05710 -2.79269 0.04148 0.4 -0.6 0.4 0.038
C 3.17301 -2.93602 -0.29961 -0.3 0.0 0.0 0.007
C 3.66196 -2.56814 -1.55035 0.0 0.0 0.0 0.001
C 5.00776 -2.72639 -1.85120 0.0 0.0 0.0 0.000
C 5.87415 -3.24314 -0.89668 0.0 0.0 0.0 0.000
C 5.39186 -3.60767 0.35262 0.0 -0.1 0.1 0.000
C 4.04173 -3.46423 0.64761 0.0 0.0 0.0 0.001
C 0.87039 -4.90534 0.40248 0.0 0.4 0.0 0.020
C 0.96257 -5.48523 1.66137 0.0 0.0 0.0 0.003
C 0.92434 -6.86705 1.79438 0.0 0.0 0.1 0.001
C 0.80269 -7.67292 0.67162 0.0 0.0 0.0 0.000
C 0.71505 -7.09621 -0.58741 0.0 0.0 0.0 0.000
C 0.74330 -5.71600 -0.72023 0.0 0.0 0.0 0.002
H 1.69415 -2.68588 2.72248 0.0 0.0 0.0 0.001
H 1.21366 -1.08824 2.15507 0.0 -0.1 0.1 0.005
H -0.49682 -2.23477 3.68260 0.0 0.0 0.0 0.000
H -0.73350 -3.44209 2.43533 0.0 0.0 0.0 0.001
H -1.12216 -0.42933 2.12790 -0.1 0.0 0.1 0.006
H -2.40997 -1.46600 2.61974 -0.1 0.0 -0.1 0.001
H -1.79145 1.20720 -1.58053 0.0 0.0 0.0 0.001
H -0.15984 1.92571 -3.27152 0.0 0.0 0.0 0.001
H 0.99171 0.24808 -4.66473 0.0 0.0 0.0 -0.001
H 0.53243 -2.16836 -4.30476 0.0 0.0 0.0 0.001
H -0.86444 -2.89283 -2.44328 0.1 0.0 0.1 0.002
H -2.52809 -4.12214 1.73170 0.1 0.0 0.0 0.000
H -2.69772 -6.54248 1.38647 0.0 0.0 0.0 0.000
H -3.00720 -7.45098 -0.89268 0.0 0.0 0.0 0.000
H -3.18595 -5.90702 -2.81685 0.0 0.0 0.0 0.000
H -2.97486 -3.48284 -2.48246 0.0 0.0 0.0 0.000
H 2.98646 -2.15317 -2.29143 0.0 0.0 0.0 0.001
H 5.38024 -2.45629 -2.83215 0.0 0.0 0.0 0.000
H 6.92285 -3.37718 -1.13081 0.0 0.0 0.0 0.000
H 6.06590 -4.01822 1.09460 0.0 0.0 0.0 0.000
H 3.66500 -3.78317 1.61349 0.0 0.0 0.0 0.000
H 1.06922 -4.87123 2.54901 0.0 0.0 0.0 0.000
H 0.99686 -7.31557 2.77750 0.0 0.0 0.0 0.000
H 0.78102 -8.74980 0.77756 0.0 0.0 0.0 0.000
H 0.62319 -7.72196 -1.46636 0.0 0.0 0.0 0.000
H 0.67196 -5.26896 -1.70695 0.0 -0.1 0.0 0.000
N 2.26439 0.02299 -0.30457 -1.0 -0.3 0.4 0.001
C 3.39350 0.24053 -0.17802 -0.1 -0.2 -0.1 0.001
N 4.66399 0.48008 -0.05304 0.1 0.1 -0.1 0.001
C 5.41041 0.03746 1.13187 0.1 0.0 0.2 0.000
C 6.41237 1.11192 1.53472 0.0 -0.1 -0.1 0.000
C 7.30817 1.47490 0.34941 -0.1 0.1 0.0 0.000
C 6.45725 1.94569 -0.83057 0.0 -0.1 0.0 0.000
C 5.46562 0.86062 -1.22682 0.1 0.2 -0.1 0.000
H 5.93394 -0.89212 0.88543 -0.1 0.0 0.0 0.000
H 4.70236 -0.16978 1.93324 0.0 0.0 0.0 0.000
H 7.01008 0.74060 2.36810 0.0 0.0 0.0 0.000
H 5.87586 2.00024 1.87706 0.0 0.0 0.0 0.000
H 7.89253 0.59868 0.05190 0.0 0.0 0.0 0.000
H 8.01019 2.25727 0.63802 0.0 0.0 0.0 0.000
H 7.08417 2.18401 -1.69080 0.0 0.0 0.0 0.000
H 5.91255 2.85142 -0.55262 0.0 0.0 0.0 0.000
H 6.00029 -0.02563 -1.58271 0.0 0.0 0.0 0.000
H 4.79082 1.19656 -2.01279 0.0 0.0 0.0 0.000
```
Forces are in eV/Å.

***

No. 3
5 unconnected molecules or ions with the total composition C40H79O5PS at a distorted geometry. Source: the Open Molecules 2025 dataset; level of theory: the ωB97M-V functional and the def2-TZVPD basis.

**HOMO-LUMO gap**: 7.3 eV
**SMILES**: C=CCC1=C(OC[C@H](C)CC(C)C)C(=O)C=C(P(O)(O)=S)C1=O.CCCCCC.CCCCCC.CCCCCC.CCCCCC
**Total charge**: 0
**Spin multiplicity**: 1

Geometry as XYZ:
```
126
Properties=species:S:1:pos:R:3:forces:R:3:lowdin_charge:R:1
C 1.81702 -0.08298 3.98372 0.0 0.0 0.1 0.008
C 2.17371 -0.36364 2.73444 -0.2 -0.1 0.0 -0.180
C 1.37136 0.13125 1.56266 0.2 -0.7 -0.1 -0.108
C 0.95798 -0.84498 0.48288 0.0 -0.1 0.2 -0.053
C 0.26320 -0.41661 -0.58109 -0.4 -0.1 0.1 -0.198
O -0.04532 0.88890 -0.70186 0.1 -0.1 -0.1 -0.007
C -1.34857 1.24114 -1.19039 -0.4 0.3 -0.2 -0.127
C -2.46921 0.98147 -0.18861 -0.3 0.0 0.2 -0.323
C -2.08720 1.41147 1.23588 -0.1 0.0 -0.4 -0.041
C -3.02399 -0.44760 -0.26058 -0.2 0.3 0.1 -0.141
C -4.17534 -0.72425 0.73339 -0.1 -0.8 -0.1 -0.387
C -3.67951 -1.65335 1.84923 -0.2 0.4 0.2 -0.075
C -5.38909 -1.39510 0.03981 0.1 0.2 0.2 -0.061
C -0.08173 -1.36663 -1.68908 0.1 0.0 -0.3 -0.316
O -0.24275 -0.99741 -2.83141 -0.2 0.0 0.2 0.135
C -0.17266 -2.80774 -1.32273 0.1 0.2 0.2 0.027
C 0.52006 -3.25909 -0.27941 -0.6 0.2 0.3 -0.201
P 0.53273 -5.01931 0.14240 1.2 -0.7 -0.4 0.157
O -0.03926 -5.16083 1.63440 -0.2 0.4 -0.3 -0.173
O -0.55508 -5.68786 -0.83162 -0.2 0.3 0.1 -0.206
S 2.23925 -5.81105 -0.13019 -0.1 -0.1 0.1 0.361
C 1.34840 -2.27962 0.52686 0.3 -0.3 -0.1 -0.335
O 2.30738 -2.68576 1.14144 -0.3 0.2 0.2 0.100
H 0.77632 0.05437 4.26140 0.1 0.9 -0.2 0.056
H 2.55236 0.03337 4.77034 -0.1 -0.9 0.2 0.053
H 3.06865 -0.94087 2.53826 0.5 0.8 -0.1 0.098
H 0.49629 0.66345 1.93589 -0.1 0.0 -0.1 0.099
H 1.99497 0.89455 1.08214 -0.1 0.1 0.0 0.133
H -1.56439 0.75995 -2.14433 0.1 -0.1 0.0 0.120
H -1.28990 2.31126 -1.38711 0.2 0.0 0.1 0.128
H -3.29668 1.62968 -0.50426 0.1 0.0 -0.1 0.143
H -1.64302 0.57187 1.76937 0.1 0.1 0.1 0.065
H -1.38311 2.24319 1.19245 0.1 -0.1 0.1 0.073
H -2.96064 1.75717 1.78698 0.0 -0.1 0.1 0.083
H -3.38510 -0.60170 -1.28047 0.1 -0.1 0.0 0.116
H -2.23053 -1.18161 -0.07767 0.0 0.0 0.0 0.105
H -4.52537 0.20212 1.19129 0.1 0.1 -0.1 0.122
H -3.45283 -2.63909 1.43588 0.1 0.0 0.0 0.057
H -2.79709 -1.24314 2.34386 0.1 -0.1 0.0 0.067
H -4.44498 -1.78735 2.61684 0.0 0.0 0.0 0.084
H -5.14564 -1.70609 -0.97589 -0.1 0.0 0.0 0.066
H -5.69725 -2.28430 0.59257 -0.1 0.0 0.0 0.062
H -6.24214 -0.71787 0.00498 0.0 0.0 -0.1 0.076
H -0.77165 -3.44671 -1.95831 0.1 0.0 -0.2 0.124
H -0.83101 -4.62450 1.77803 0.0 0.0 0.2 0.078
H -1.45565 -5.34285 -0.76601 -0.1 -0.1 0.1 0.036
C 3.85345 -1.46214 -1.78862 0.1 0.0 0.0 -0.078
C 4.34603 -0.02028 -1.78330 -0.1 0.0 0.0 -0.261
C 3.54602 0.89907 -2.70448 0.0 0.0 0.0 -0.215
C 3.60434 0.53017 -4.18728 0.0 0.0 0.0 -0.222
C 5.01322 0.48194 -4.77640 0.0 0.1 -0.1 -0.266
C 5.74056 1.82199 -4.72209 0.0 -0.1 0.0 -0.107
H 3.94063 -1.93013 -2.77002 0.0 0.0 0.0 0.077
H 4.42006 -2.07156 -1.08380 -0.1 0.0 0.0 0.082
H 2.80602 -1.48411 -1.48676 0.0 -0.1 -0.1 0.050
H 5.40823 0.00870 -2.04319 0.0 0.0 0.0 0.100
H 4.27318 0.36906 -0.76251 0.0 0.0 0.0 0.089
H 3.89529 1.92723 -2.56903 0.0 0.0 0.0 0.097
H 2.49672 0.89572 -2.38688 0.0 0.0 0.0 0.102
H 3.00804 1.25644 -4.74879 0.0 0.0 0.0 0.111
H 3.11945 -0.43733 -4.34322 0.0 0.0 0.0 0.102
H 4.94027 0.16054 -5.81875 0.0 0.0 0.0 0.104
H 5.60959 -0.27959 -4.26639 0.0 0.0 0.0 0.099
H 5.17867 2.59128 -5.25637 0.0 0.0 0.0 0.075
H 6.72662 1.74890 -5.18311 0.0 0.0 0.0 0.069
H 5.88481 2.16186 -3.69493 0.0 0.0 0.0 0.053
C 8.31226 2.35581 4.12607 0.0 0.0 -0.1 -0.112
C 7.63628 3.35775 3.19522 0.0 0.0 0.1 -0.271
C 6.19413 2.99021 2.84938 0.0 0.0 0.0 -0.228
C 6.03025 1.66481 2.10345 0.0 0.0 0.0 -0.226
C 6.80002 1.56708 0.78711 -0.1 0.0 0.0 -0.264
C 6.36282 2.59735 -0.24900 0.1 -0.1 0.0 -0.108
H 8.38371 1.36649 3.67176 0.0 0.0 0.0 0.065
H 9.32587 2.67553 4.37170 0.0 0.0 0.0 0.068
H 7.75723 2.25866 5.06164 0.0 0.0 0.0 0.074
H 8.22727 3.46546 2.28161 0.0 0.0 0.0 0.098
H 7.63588 4.34035 3.67444 0.0 0.0 0.0 0.103
H 5.75453 3.79895 2.25874 0.0 0.0 0.0 0.101
H 5.60877 2.94283 3.77338 0.0 0.0 0.0 0.109
H 4.96415 1.51031 1.90267 0.0 0.0 0.0 0.098
H 6.33322 0.83912 2.75319 0.0 0.0 0.0 0.103
H 6.64625 0.56604 0.37477 0.0 0.0 0.0 0.097
H 7.87481 1.65863 0.96660 0.0 0.0 0.0 0.100
H 5.29698 2.49223 -0.46403 0.0 0.1 0.0 0.060
H 6.91000 2.45925 -1.18329 0.0 0.0 0.0 0.068
H 6.54276 3.62010 0.08605 0.0 0.0 0.0 0.068
C -7.32710 -8.08028 -2.29617 0.1 0.0 0.0 -0.111
C -6.09354 -8.13178 -1.40014 -0.1 0.0 0.0 -0.269
C -6.28068 -7.41310 -0.06465 0.0 0.0 0.0 -0.227
C -6.56204 -5.91328 -0.17599 0.0 0.0 0.0 -0.222
C -5.49726 -5.11352 -0.92406 0.0 0.0 0.0 -0.256
C -4.12909 -5.16166 -0.25105 0.1 0.0 -0.1 -0.110
H -7.58538 -7.05665 -2.57233 0.0 0.0 0.0 0.065
H -7.15888 -8.63390 -3.22053 0.0 0.0 0.0 0.070
H -8.19027 -8.52279 -1.79469 0.0 0.0 0.0 0.075
H -5.23447 -7.71780 -1.93569 0.0 0.0 0.0 0.098
H -5.84801 -9.17676 -1.19613 0.0 0.0 0.0 0.105
H -5.39196 -7.57494 0.55207 0.0 0.0 0.0 0.101
H -7.10812 -7.88049 0.47761 0.0 0.0 0.0 0.111
H -6.66882 -5.50412 0.83411 0.0 0.0 0.0 0.110
H -7.52673 -5.75609 -0.66495 0.0 0.0 0.0 0.104
H -5.82535 -4.07422 -0.98559 0.0 0.0 0.0 0.083
H -5.41049 -5.46502 -1.95530 0.0 0.0 0.0 0.105
H -4.18605 -4.77655 0.76965 0.0 0.0 0.0 0.069
H -3.41480 -4.54347 -0.80810 0.0 0.1 0.0 0.060
H -3.73177 -6.17819 -0.21149 0.0 0.0 0.0 0.073
C -4.64833 7.45731 1.76222 0.1 0.1 0.0 -0.112
C -3.59218 7.72438 0.69422 -0.1 0.0 0.0 -0.269
C -3.31453 6.51916 -0.20278 0.1 0.0 0.0 -0.227
C -2.76341 5.29182 0.52487 0.0 -0.1 0.0 -0.233
C -1.46726 5.52558 1.29891 0.1 -0.1 -0.1 -0.267
C -0.29744 5.94251 0.41318 0.0 0.0 0.1 -0.104
H -4.33698 6.67079 2.45153 0.0 0.0 0.0 0.064
H -4.83722 8.35322 2.35485 0.0 0.0 0.0 0.069
H -5.59341 7.15336 1.30697 0.0 0.0 0.0 0.074
H -2.66722 8.06145 1.16981 0.0 0.0 0.0 0.098
H -3.92852 8.55158 0.06403 0.0 0.0 0.0 0.104
H -2.62028 6.81780 -0.99295 0.0 0.0 0.0 0.102
H -4.24104 6.23416 -0.71141 0.0 0.0 0.0 0.110
H -2.59662 4.49752 -0.21220 0.0 0.0 0.0 0.097
H -3.52166 4.90624 1.21293 0.0 0.0 0.0 0.100
H -1.20298 4.59992 1.81791 0.0 0.0 0.0 0.091
H -1.62425 6.27466 2.07956 0.0 0.0 0.0 0.100
H -0.10047 5.18818 -0.35240 0.0 0.0 0.0 0.071
H 0.61254 6.06343 1.00206 0.0 0.0 0.0 0.071
H -0.48926 6.89143 -0.08981 0.0 0.0 0.0 0.066
```
Forces are in eV/Å.

***

No. 4
A gas-phase ion, C4H9FN3 (charge +1) at a distorted geometry. Source: the Open Molecules 2025 dataset; level of theory: the ωB97M-V functional and the def2-TZVPD basis.

**ΔE to the lowest compared entry with this formula, charge and spin**: 78.9 kcal per mole
**HOMO-LUMO gap**: 10.4 eV
**Total charge**: +1
**Spin multiplicity**: 1

Geometry as XYZ:
```
17
Properties=species:S:1:pos:R:3:forces:R:3:lowdin_charge:R:1
C -0.90296 1.30702 0.07215 0.4 -0.7 -0.9 0.067
C 0.38379 1.25362 -0.25895 -1.0 1.1 0.4 -0.010
C -1.72116 0.04254 0.02241 3.5 -0.3 -1.3 -0.417
C 2.20450 -0.37190 0.11250 0.0 -1.0 0.1 0.040
N -0.06032 -1.07820 -0.41563 -1.5 1.8 1.7 0.081
N -2.14517 -0.44609 1.15705 -5.1 -0.4 -0.7 0.219
N 0.90221 -0.05350 -0.61215 1.6 -0.4 0.5 -0.209
F -2.51406 -0.01104 -1.01066 -0.6 0.0 0.0 0.173
H -1.56699 2.14266 0.22858 0.6 0.6 0.2 0.140
H 1.12666 2.04798 -0.43785 -0.7 -0.3 0.5 0.156
H 3.07804 -0.53235 -0.47761 0.2 0.3 -1.5 0.096
H 2.47825 0.37267 0.78900 0.0 1.3 1.2 0.076
H 2.12955 -1.31526 0.61200 -0.8 -0.3 0.5 0.096
H -0.10241 -1.62669 -1.23300 -0.2 -0.6 -1.4 0.071
H -1.53585 -0.82795 1.74837 3.7 -1.0 2.9 0.074
H -2.98340 -1.04318 1.24751 0.3 0.7 -1.0 0.167
H 1.22931 0.13969 -1.54372 -0.3 -0.6 -1.2 0.178
```
Forces are in eV/Å.

***

Number 1: electronic energy -437.9427 Ha. Number 2: electronic energy -2915.9950 Ha. Number 3: electronic energy -2687.2566 Ha. Number 4: electronic energy -421.5693 Ha.